Entry 1:
A cluster of 2 separate species, C2H6N2S in total in a non-equilibrium geometry. Source: the Open Molecules 2025 dataset; level of theory: ωB97M-V with the def2-TZVPD basis set.

Orbital gap (eV): 8.7
LUMO energy (eV): -0.6
Max |F| (eV/A): 8.556

Geometry as XYZ:
```
11
Properties=species:S:1:pos:R:3:forces:R:3:nbo_charge:R:1
C 1.3943 -0.9489 -0.2865 2.24 -0.46 -0.14 -0.48
C 0.0919 0.9245 -0.0863 1.10 7.88 3.15 0.24
H 1.4317 -1.6279 0.6277 0.13 1.10 -0.90 0.21
H 0.5307 -1.3232 -0.8872 1.23 0.01 -0.19 0.19
H 2.5020 -0.8758 -0.7257 -2.61 -1.27 0.28 0.22
H 0.0989 2.0502 0.3403 0.51 -1.73 -0.87 0.13
H -2.0853 1.6575 0.3433 3.96 -1.75 -3.46 0.41
H -1.8216 -0.7577 1.3500 -0.72 0.72 -3.20 0.12
N 1.2356 0.4617 0.0572 -0.45 -2.77 0.18 -0.42
N -1.1674 0.9445 -0.5720 -6.76 -0.81 3.02 -0.69
S -2.2109 -0.5049 -0.1609 1.37 -0.92 2.14 0.06
```
Forces are in eV/Å.

Entry 2:
An isolated molecule of C5H15N2 in a non-equilibrium geometry. Source: the Open Molecules 2025 dataset; level of theory: ωB97M-V with the def2-TZVPD basis set.

Expectation value of S²: 0.751
Orbital gap (alpha / beta) (eV): 3.9 / 11.1
2S+1: 2
LUMO energy (alpha / beta) (eV): 1.0 / 0.7
Max |F| (eV/A): 4.416

Geometry as XYZ:
```
22
Properties=species:S:1:pos:R:3:forces:R:3:nbo_charge:R:1
N 2.5849 -0.3528 -0.5864 1.75 0.52 0.82 -0.87
C 2.0951 -0.1237 0.8332 -1.55 -2.17 1.56 -0.28
C 0.7819 0.7466 1.2207 1.33 0.66 -1.41 -0.38
N -0.0664 0.9127 -0.1995 -1.00 0.18 4.22 -0.74
C -1.2362 -1.5065 -0.1403 1.34 1.00 -0.53 -0.64
C -1.3490 0.1138 -0.1231 -0.68 -0.55 -0.02 -0.09
C -2.3732 0.5867 -1.1949 1.42 -2.53 -0.13 -0.64
H 3.2892 0.3893 -0.8032 -1.25 -0.02 0.05 0.35
H 0.4402 0.6166 -0.9382 2.88 -1.26 -3.10 0.41
H 3.3112 -1.1292 -0.5399 -1.61 0.53 0.17 0.36
H 1.8612 -1.2208 1.2137 0.35 2.16 -0.64 0.18
H 2.8435 0.2538 1.5135 0.59 0.13 -0.04 0.19
H 0.0214 0.2592 1.8247 0.39 -0.59 0.14 0.19
H 0.9829 1.7780 1.7967 -0.29 -2.05 -2.14 0.22
H -0.1300 1.9559 -0.2755 -0.83 0.47 -0.28 0.22
H -1.8066 -2.0459 -0.9701 1.09 1.26 0.60 0.23
H -0.1247 -1.7860 -0.1240 -1.72 0.05 -0.15 0.23
H -1.7232 -1.8904 0.7417 0.10 -0.02 0.64 0.22
H -1.5796 0.4902 0.9063 -1.18 -0.80 -0.82 0.19
H -2.0867 0.1976 -2.2684 -0.56 1.24 2.14 0.22
H -2.4169 1.6124 -0.9995 -0.37 1.88 -0.82 0.22
H -3.3189 0.1423 -0.8874 -0.21 -0.10 -0.26 0.21
```
Forces are in eV/Å.

Short version: relative energy (zero: lowest compared OMol25 entry of this formula, charge and spin) = 5.8129 3.9690 eV, in the order given.
Short version: E_tot = -15980.9856 -8402.7493 eV, in the order given.